# 1
The molecule C10H16N4O4, computed with ωB97M-V/def2-TZVPD.

Bonds (Å) are listed after each position.
Atoms and positions in Å:
1 C -4.5013 0.8322 -0.3532  C2 1.522, H19 1.022, H20 1.113, H21 1.118
2 C -3.5346 0.5117 0.7783  C1 1.522, O3 1.515, C4 1.446, H22 1.091
3 O -4.2967 -0.4171 1.7020  C2 1.515, H23 1.006
4 C -2.2750 -0.0916 0.4037  C2 1.446, N5 1.396, C16 1.595, H24 1.197
5 N -1.5651 0.7080 -0.4943  C4 1.396, C6 1.372, H25 1.044
6 C -0.2923 1.2171 -0.5429  N5 1.372, O7 1.307, C8 1.647
7 O -0.0545 2.3487 -1.1514  C6 1.307
8 C 0.9258 0.2172 -0.0646  C6 1.647, N9 1.361, C10 1.569, H26 1.161
9 N 0.8527 -0.9977 -0.6729  C8 1.361, H27 0.991, H28 1.008
10 C 2.2423 1.0710 -0.0861  C8 1.569, C11 1.463, H29 1.094, H30 1.024
11 C 3.4457 0.2825 0.1800  C10 1.463, C12 1.397, N15 1.410
12 C 4.7010 0.6625 0.6614  C11 1.397, N13 1.424, H31 1.123
13 N 5.4493 -0.5437 0.5490  C12 1.424, C14 1.329, H32 0.981
14 C 4.7432 -1.4879 -0.0633  N13 1.329, N15 1.326, H33 1.043
15 N 3.5186 -1.0391 -0.3050  C11 1.410, C14 1.326
16 C -2.4359 -1.5311 -0.2631  C4 1.595, O17 1.253, O18 1.286
17 O -3.5939 -1.9420 -0.5091  C16 1.253
18 O -1.4519 -2.1105 -0.8549  C16 1.286, H34 1.118
19 H -4.7208 0.0752 -1.0043  C1 1.022
20 H -4.1311 1.7356 -0.8866  C1 1.113
21 H -5.3659 1.1239 0.2931  C1 1.118
22 H -3.3573 1.4729 1.2639  C2 1.091
23 H -4.4577 -1.1516 1.0331  O3 1.006
24 H -1.6102 -0.1100 1.3992  C4 1.197
25 H -2.1226 1.2745 -1.1716  N5 1.044
26 H 0.7805 0.0424 1.0739  C8 1.161
27 H 1.0722 -0.7553 -1.6082  N9 0.991
28 H 1.5519 -1.5716 -0.2277  N9 1.008
29 H 2.3732 1.5506 -1.0611  C10 1.094
30 H 2.0705 1.7826 0.6296  C10 1.024
31 H 5.0035 1.5110 1.3325  C12 1.123
32 H 6.3822 -0.5387 0.8512  N13 0.981
33 H 5.0982 -2.4633 -0.1684  C14 1.043
34 H -0.4438 -1.6684 -0.6623  O18 1.118

Summary:
SMILES: C[C@@H](O)[C@H](NC(=O)[C@@H](N)Cc1c[nH]cn1)C(=O)O
Gap between HOMO and LUMO (Eh): 0.35651
E_LUMO (Eh): 0.0135
Electronic energy (Ha): -910.593028
HOMO (hartree): -0.343
Net charge: 0
Largest force on an atom (eV/Å): 7.109

***

# 2
The molecule C4H12N2OSi, computed with ωB97M-V/def2-TZVPD.

Bonds (Å) are listed after each position.
Atoms and positions in Å:
1 C -2.1941 -0.5252 -0.9339  Si2 1.854, H9 1.064, H10 1.133, H11 1.061
2 Si -0.5383 -0.3099 -0.1283  C1 1.854, C3 1.951, C4 1.885, C5 2.000
3 C -0.6516 1.4095 0.7858  Si2 1.951, H12 1.076, H13 1.209, H14 1.113
4 C -0.2748 -1.5154 1.2965  Si2 1.885, H15 1.042, H16 1.073, H17 1.099
5 C 1.0601 -0.1868 -1.3241  Si2 2.000, N6 1.505, H18 1.132, H19 1.108
6 N 2.1539 0.5843 -0.6351  C5 1.505, N7 1.273, H20 1.026
7 N 2.7238 0.0784 0.3843  N6 1.273, O8 1.270
8 O 3.6584 0.7897 0.8685  N7 1.270
9 H -2.8003 -0.9487 -0.1683  C1 1.064
10 H -2.5910 0.5268 -1.0708  C1 1.133
11 H -2.1721 -1.0529 -1.8539  C1 1.061
12 H 0.3578 1.5444 1.1337  C3 1.076
13 H -0.9867 2.2746 0.0109  C3 1.209
14 H -1.3678 1.5379 1.6282  C3 1.113
15 H -0.0813 -2.4619 0.9068  C4 1.042
16 H 0.6064 -1.1855 1.8123  C4 1.073
17 H -1.2415 -1.3799 1.8004  C4 1.099
18 H 1.5011 -1.1650 -1.6844  C5 1.132
19 H 0.6759 0.3750 -2.1987  C5 1.108
20 H 2.1621 1.6106 -0.6299  N6 1.026

Summary:
SMILES: C[Si](C)(C)CNN=O
Gap between HOMO and LUMO (Eh): 0.36676
E_LUMO (Eh): 0.0256
Electronic energy (Ha): -633.763546
HOMO (hartree): -0.341
Net charge: 0
Largest force on an atom (eV/Å): 3.805

***

# 3
A cluster of 2 separate species, C3H5BO2 in total, computed with ωB97M-V/def2-TZVPD.

Bonds (Å) are listed after each position.
Atoms and positions in Å:
1 B 1.0439 0.1765 0.0593  C4 1.656, O5 1.333, O6 1.340
2 C -2.4349 -0.1159 -0.7133  C3 1.192, H7 1.056
3 C -1.6261 -0.1138 0.1618  C2 1.192
4 C 0.0665 -0.2999 1.3076  B1 1.656, H8 1.108, H9 1.073
5 O 1.7123 1.3303 0.0673  B1 1.333, H10 0.928
6 O 1.0919 -0.8209 -0.8349  B1 1.340, H11 0.949
7 H -3.2480 0.0796 -1.3576  C2 1.056
8 H 0.1282 -1.3511 1.6531  C4 1.108
9 H -0.3594 0.3779 2.0228  C4 1.073
10 H 2.1839 1.6703 -0.6560  O5 0.928
11 H 1.4417 -0.9329 -1.7103  O6 0.949

Summary:
Gap between HOMO and LUMO (Eh): 0.36910
E_LUMO (Eh): 0.0087
Electronic energy (Ha): -292.586415
HOMO (hartree): -0.360
Net charge: 0
Largest force on an atom (eV/Å): 5.654

***

# 4
A cluster of 2 separate species, C3HIN2 in total, computed with ωB97M-V/def2-TZVPD.

Bonds (Å) are listed after each position.
Atoms and positions in Å:
1 C -0.8924 -1.8095 -0.3494  C3 1.409, N4 1.155
2 C -0.9651 0.6936 -0.3313  C3 1.359, N5 1.173
3 C -0.6143 -0.5174 -0.8385  C1 1.409, C2 1.359, H7 1.135
4 N -1.0072 -2.8493 0.1410  C1 1.155
5 N -1.1927 1.7489 0.1272  C2 1.173
6 I 3.4319 0.0834 -0.0187  no bonds
7 H 0.0889 -0.2188 -1.6782  C3 1.135

Summary:
Gap between HOMO and LUMO (spin up / spin down) (Eh): 0.13182 / 0.12976
E_LUMO (spin up / spin down) (Eh): -0.1911 / -0.1922
Electronic energy (Ha): -521.942521
HOMO (spin up / spin down) (hartree): -0.323 / -0.322
Net charge: 0
Largest force on an atom (eV/Å): 3.552

***

# 5
A cluster of 2 separate species, C6H11O4PS in total, computed with ωB97M-V/def2-TZVPD.

Bonds (Å) are listed after each position.
Atoms and positions in Å:
1 C -1.7089 0.8119 0.3405  C6 1.318, O7 1.356, P11 1.732
2 C 1.1263 -0.9680 2.1772  C4 1.590, H13 1.073, H14 1.152, H15 1.022
3 C -0.9146 -0.6468 -1.9240  C5 1.526, H16 1.127, H17 1.049, H18 1.179
4 C 0.5051 0.3307 1.5034  C2 1.590, C6 1.516, H19 1.138, H20 1.109
5 C 0.0598 -0.3694 -0.7832  C3 1.526, C6 1.443, H21 1.139, H22 1.070
6 C -0.5118 0.2631 0.3808  C1 1.318, C4 1.516, C5 1.443
7 O -2.5833 1.3685 1.2154  C1 1.356, P11 1.761
8 O -4.0341 1.7322 -1.0553  P11 1.469
9 O -3.9756 -0.6258 0.0004  P11 1.515
10 O -0.1320 3.6911 -0.3723  S12 1.699, H23 1.040
11 P -3.3388 0.7275 -0.2399  C1 1.732, O7 1.761, O8 1.469, O9 1.515
12 S 1.2534 2.7106 -0.4554  O10 1.699
13 H 2.1059 -0.6138 2.4344  C2 1.073
14 H 0.4634 -1.2805 3.0656  C2 1.152
15 H 1.2841 -1.8129 1.6244  C2 1.022
16 H -1.7197 -1.3682 -1.6058  C3 1.127
17 H -1.3951 0.2298 -2.2407  C3 1.049
18 H -0.3564 -1.0203 -2.8928  C3 1.179
19 H 1.3996 0.7120 0.9114  C4 1.138
20 H 0.1340 0.9181 2.3682  C4 1.109
21 H 0.4266 -1.4058 -0.4864  C5 1.139
22 H 0.7676 0.3171 -1.1983  C5 1.070
23 H -0.9216 3.0315 -0.2217  O10 1.040

Summary:
Gap between HOMO and LUMO (Eh): 0.18712
E_LUMO (Eh): 0.2134
Electronic energy (Ha): -1275.679895
HOMO (hartree): 0.026
Net charge: -2
Largest force on an atom (eV/Å): 3.936

***

# 6
A cluster of 2 separate species, C4H12S2 in total, computed with ωB97M-V/def2-TZVPD.

Bonds (Å) are listed after each position.
Atoms and positions in Å:
1 C 2.0567 1.7836 -2.5812  C2 1.591, H4 1.103, H5 1.103, H6 1.103
2 C 2.2252 3.0286 -1.6053  C1 1.591, S3 1.786, H7 1.107, H8 1.107
3 S 0.6683 3.8759 -1.3895  C2 1.786, H9 1.350
4 H 3.0429 1.4750 -2.9670  C1 1.103
5 H 1.3850 1.9645 -3.4372  C1 1.103
6 H 1.6419 0.9597 -1.9765  C1 1.103
7 H 2.5620 2.7413 -0.5907  C2 1.107
8 H 2.9453 3.7700 -2.0017  C2 1.107
9 H 1.1286 4.7127 -0.4354  S3 1.350
10 C 3.2405 0.6073 4.3303  C11 1.479, H13 1.103, H14 1.103, H15 1.103
11 C 3.1947 1.9042 5.0390  C10 1.479, S12 1.817, H16 1.107, H17 1.107
12 S 2.5197 3.0973 3.8461  C11 1.817, H18 1.350
13 H 3.9171 0.7264 3.4674  C10 1.103
14 H 2.2840 0.1904 3.9725  C10 1.103
15 H 3.6938 -0.1082 5.0368  C10 1.103
16 H 2.6607 1.8198 6.0050  C11 1.107
17 H 4.2461 2.1724 5.2578  C11 1.107
18 H 1.2658 2.6412 4.0516  S12 1.350

Summary:
SMILES: CCS.CCS
Gap between HOMO and LUMO (Eh): 0.35377
E_LUMO (Eh): 0.0292
Electronic energy (Ha): -955.941485
HOMO (hartree): -0.325
Net charge: 0
Largest force on an atom (eV/Å): 1.950